1.
The following is a quantum chemistry calculation of a 10-piece molecular cluster, C28H80Br4O32P8 overall, from the OMol25 dataset.

Geometry as XYZ:
```
152
Properties=species:S:1:pos:R:3:forces:R:3:lowdin_charge:R:1
C -1.881 -4.847 -1.270 0.7357 -1.3751 0.7941 -0.037
O -1.013 -5.521 -0.245 -0.3831 0.6228 -1.6565 -0.220
P -0.691 -4.700 1.053 0.4509 1.4209 -2.1210 0.236
O -0.038 -3.392 0.893 0.1061 0.7411 -0.1308 -0.230
O -2.087 -4.615 1.693 -1.8586 0.0559 1.4290 -0.200
C -2.517 -3.537 2.586 1.1160 -0.0090 -0.5865 -0.037
O 0.196 -5.706 1.764 1.5314 -1.4383 1.5278 -0.178
C 1.492 -5.456 2.400 -1.6664 0.1039 -0.7212 0.000
H -2.877 -5.087 -0.935 -0.4239 0.3004 -0.3377 0.075
H -1.667 -5.260 -2.263 0.0231 -0.2187 0.5441 0.094
H -1.678 -3.797 -1.325 0.0402 0.5642 0.2680 0.043
H -2.090 -2.604 2.172 -0.7479 -0.6232 0.3037 0.052
H -2.065 -3.666 3.580 -0.3070 -0.1080 -0.2352 0.093
H -3.612 -3.585 2.620 0.4497 0.2378 -0.0297 0.101
H 2.226 -5.030 1.738 -0.1013 0.6509 -0.2920 0.065
H 1.778 -6.443 2.579 0.8294 -1.4709 0.7947 0.073
H 1.311 -4.906 3.306 0.2999 0.3875 0.2280 0.071
C 2.977 2.535 -3.002 0.2510 -0.7324 -0.5411 -0.084
O 3.846 1.379 -2.825 -0.1612 -0.0293 -0.2920 -0.269
P 5.370 1.488 -3.291 0.3042 0.7213 1.1297 0.379
O 6.128 2.704 -2.884 -0.7622 -1.3200 -0.6485 -0.238
O 5.349 1.276 -4.866 -0.6291 0.5083 -0.0050 -0.217
C 4.421 0.398 -5.517 0.2982 -0.5686 -1.6262 -0.096
O 5.905 0.116 -2.699 -0.9133 0.1101 -0.2957 -0.229
C 7.081 0.025 -1.905 0.7173 0.4764 -0.4572 -0.089
H 1.900 2.215 -3.066 1.2728 0.2218 0.4193 0.083
H 3.274 3.025 -3.917 -0.2198 0.2147 -0.5181 0.078
H 3.253 3.202 -2.212 -0.5634 0.4494 0.6746 0.064
H 4.286 0.691 -6.598 0.5088 0.1815 1.1117 0.098
H 3.389 0.400 -5.123 0.7692 -0.1928 0.4464 0.089
H 4.937 -0.584 -5.563 -0.9117 0.2584 0.3221 0.096
H 7.004 0.623 -0.978 -0.0570 -0.2460 -0.5711 0.061
H 7.898 0.410 -2.583 -0.3155 -0.7059 1.2290 0.111
H 7.158 -1.040 -1.636 0.3382 0.4889 -0.2392 0.092
C -4.213 -0.727 6.599 -0.5021 0.0181 0.2516 -0.085
O -3.276 -0.917 5.535 -0.2090 -0.5593 -0.0550 -0.212
P -3.372 -0.074 4.228 0.7316 0.2829 -2.2255 0.385
O -3.209 1.385 4.374 -0.1911 -0.5916 -0.0116 -0.225
O -4.688 -0.581 3.481 0.4187 -0.1946 1.2512 -0.210
C -4.946 -0.028 2.190 0.5294 -0.5286 -0.4843 -0.081
O -2.279 -0.796 3.277 -0.3151 0.8339 1.0735 -0.249
C -1.167 -0.089 2.703 -0.5201 -0.4519 0.7584 -0.073
H -4.355 0.360 6.766 -0.0100 -0.6509 0.0766 0.095
H -3.723 -1.206 7.459 -0.4967 0.2996 -0.1596 0.092
H -5.195 -1.225 6.361 1.0086 0.4877 0.2177 0.105
H -4.259 -0.386 1.400 0.1534 0.5338 0.8306 0.067
H -4.993 1.039 2.278 0.0710 0.4730 -0.3539 0.070
H -5.865 -0.452 1.884 -1.2873 -0.1437 -0.1574 0.076
H -1.518 0.461 1.853 -0.0081 0.2818 -0.5641 0.068
H -0.434 -0.845 2.495 0.3140 -0.3843 -0.5436 0.075
H -0.720 0.582 3.405 0.0902 0.6219 0.5719 0.080
C -1.698 4.520 -7.325 0.9931 -0.6847 -0.7019 -0.080
O -1.483 3.312 -6.564 -0.1798 -0.2938 -0.1731 -0.223
P -2.823 2.646 -6.030 1.9746 -0.9146 -0.7351 0.296
O -3.660 3.617 -5.386 -1.6234 0.9497 1.5186 -0.199
O -3.544 1.999 -7.256 -1.0774 0.3432 0.0123 -0.190
C -2.959 1.356 -8.333 1.9473 -0.2146 -1.6966 -0.125
O -2.215 1.429 -5.236 -0.0544 -0.4536 0.5119 -0.195
C -3.038 0.782 -4.209 1.0966 -0.3054 -0.3135 -0.043
H -2.237 4.269 -8.265 0.3763 0.3802 0.5411 0.099
H -0.676 4.875 -7.516 -0.4832 0.0254 -0.2775 0.096
H -2.221 5.250 -6.743 -0.4749 0.3419 0.2935 0.073
H -1.845 1.557 -8.428 -1.1859 -0.2177 0.3687 0.112
H -3.399 1.717 -9.268 -0.1343 0.1212 0.2381 0.090
H -3.107 0.280 -8.330 -0.0620 -0.1353 0.4142 0.088
H -3.773 0.113 -4.627 -0.1241 -0.2399 -0.4154 0.095
H -3.517 1.589 -3.735 -0.8814 0.6648 1.1097 0.043
H -2.392 0.220 -3.507 -0.1856 0.4782 -0.5733 0.078
C 4.544 -2.432 5.474 -1.3973 0.1130 0.5449 -0.071
O 3.238 -2.896 5.152 -0.9667 -0.7026 0.0162 -0.229
P 1.937 -1.969 5.192 1.3213 -0.9287 1.8420 0.243
O 1.889 -1.109 6.359 0.1477 0.7475 1.0842 -0.218
O 1.919 -1.247 3.856 0.1526 2.1764 -2.3168 -0.198
C 2.452 0.144 3.810 0.7910 -1.3073 -0.0382 -0.024
O 0.770 -2.983 5.082 -0.4587 -0.6922 -0.6492 -0.214
C 0.628 -4.003 6.066 -0.1772 -1.2977 0.0811 -0.094
H 5.112 -3.327 5.598 0.7648 -0.2930 -0.0165 0.085
H 4.503 -1.853 6.394 0.1657 0.0452 0.1227 0.091
H 4.839 -1.821 4.658 0.9447 0.5273 -0.6951 0.067
H 1.623 0.765 3.508 0.1212 0.2889 -0.2990 0.074
H 3.348 0.132 3.142 -1.0305 0.1250 0.1451 0.087
H 2.814 0.425 4.799 -0.3403 0.0379 0.0515 0.077
H 1.261 -4.910 5.788 -0.5026 1.3240 0.5942 0.107
H -0.419 -4.336 5.998 0.3546 0.2028 0.1323 0.088
H 0.814 -3.612 7.089 0.1205 -0.3415 -0.6970 0.101
C -2.683 -1.264 -0.464 -0.7905 -0.1510 -0.9811 -0.065
O -3.865 -0.770 -1.164 0.7026 1.2834 0.2141 -0.227
P -4.821 -1.835 -1.688 -1.6569 -1.6786 -0.3471 0.285
O -4.216 -2.864 -2.540 -0.2199 -0.0792 0.0427 -0.222
O -5.459 -2.344 -0.308 -0.6205 -1.9222 -0.5529 -0.245
C -6.078 -3.722 -0.357 0.7344 1.5076 1.2656 -0.029
O -6.057 -1.119 -2.377 0.7637 0.1336 0.1130 -0.208
C -6.626 0.091 -1.843 -0.6514 0.1236 -3.1844 -0.061
H -1.998 -1.631 -1.253 -0.1974 0.0621 0.9635 0.047
H -2.995 -1.993 0.296 0.3110 -0.0382 -0.3976 0.084
H -2.396 -0.361 0.003 1.0228 0.6898 0.5791 0.047
H -6.933 -3.637 0.308 0.0464 -0.1465 0.1471 0.079
H -5.309 -4.376 0.078 -0.4733 -0.0775 -0.4230 0.083
H -6.449 -4.034 -1.324 0.4290 0.1619 -0.3708 0.082
H -7.308 0.399 -2.685 0.6184 0.0493 0.8928 0.110
H -5.871 0.838 -1.724 0.4015 0.4490 0.4616 0.056
H -7.249 -0.062 -1.013 -0.4406 -0.4353 1.4923 0.070
C 8.228 2.866 -0.002 0.2600 1.5867 -1.0605 -0.091
O 7.355 2.401 1.003 -0.2517 -1.0649 1.1774 -0.210
P 5.815 2.370 1.358 -0.2808 -0.4220 -1.3406 0.372
O 4.942 1.858 0.274 0.5207 0.8484 0.8973 -0.235
O 5.618 1.433 2.626 0.5771 -0.3477 0.1971 -0.232
C 6.108 1.671 3.963 -0.6024 -0.1898 -0.3365 -0.064
O 5.596 3.817 1.967 -0.6359 1.1190 -0.5837 -0.237
C 4.242 4.435 1.979 1.4253 -0.4993 0.0994 -0.038
H 9.251 2.529 0.170 -0.2678 -0.3343 0.4436 0.089
H 8.264 3.968 0.041 -0.0862 -0.3528 0.0042 0.098
H 7.979 2.613 -1.048 -0.5115 -0.1783 0.6430 0.068
H 7.148 1.383 4.061 0.0406 -0.3785 -0.0131 0.089
H 5.430 1.122 4.647 0.6134 0.1899 -0.3966 0.089
H 6.047 2.720 4.175 -0.1289 0.6525 0.2208 0.073
H 4.315 5.478 2.348 0.1499 -0.8520 -0.2660 0.103
H 3.693 3.788 2.621 -0.8846 -0.0264 0.7446 0.062
H 3.807 4.351 0.998 -0.0463 0.2410 -0.4603 0.047
C -5.200 4.378 -2.347 -0.6272 -0.6398 -0.3626 -0.039
O -5.105 3.277 -1.367 -0.3824 1.3283 -0.7259 -0.207
P -4.006 3.171 -0.263 0.1879 -1.9813 0.6605 0.290
O -3.854 1.788 0.220 0.0118 0.0741 -0.3765 -0.218
O -2.707 3.780 -0.858 1.6933 0.5535 -1.3477 -0.202
C -2.027 3.214 -2.038 0.5907 0.7548 0.6783 -0.034
O -4.383 4.146 0.889 -1.2181 0.9953 -0.2047 -0.188
C -3.660 4.108 2.110 -0.3385 0.3966 0.7270 -0.073
H -4.779 5.350 -2.093 -0.0845 -0.1808 0.9494 0.092
H -6.289 4.471 -2.551 0.9285 0.0014 0.0113 0.103
H -4.637 4.092 -3.238 -0.4269 -0.2848 -0.0725 0.048
H -1.988 2.137 -2.001 -0.2163 -0.3697 0.2320 0.062
H -0.972 3.571 -2.066 -0.8993 -0.0411 0.3795 0.095
H -2.521 3.559 -2.938 -0.2014 0.0300 -0.1357 0.059
H -4.130 4.716 2.910 -0.0751 -0.3093 -0.8689 0.109
H -2.712 4.504 1.880 1.3939 0.5788 0.1273 0.072
H -3.541 3.107 2.459 -0.0467 -0.7940 0.2941 0.049
Br 4.684 -3.020 1.063 0.2424 0.6383 0.5321 0.641
C 4.075 -3.712 -0.616 -1.1783 0.1723 -0.9323 -0.692
C 2.727 -3.041 -1.042 1.2067 0.0115 -0.5803 -0.676
Br 1.795 -4.138 -2.390 0.3887 0.2394 0.4000 0.628
H 3.850 -4.743 -0.348 0.3636 -0.0800 -0.6260 0.027
H 4.888 -3.564 -1.369 -0.8560 -0.4083 0.6715 0.072
H 2.870 -2.060 -1.505 0.1839 -0.2561 -0.0258 0.030
H 2.041 -2.910 -0.231 -0.2992 -0.4685 0.5327 -0.014
Br 1.338 2.488 0.344 0.1854 -0.6711 0.0330 0.634
C 1.983 0.604 0.179 -0.6644 0.1606 -0.5367 -0.579
C 0.802 -0.322 -0.140 0.0793 0.4945 1.5441 -0.697
Br 0.398 -0.437 -1.984 -0.1621 0.3543 -1.1320 0.754
H 2.458 0.350 1.123 -0.0896 0.0914 -0.0808 0.032
H 2.714 0.628 -0.625 0.1439 0.0378 0.1512 0.024
H -0.105 0.030 0.407 0.7770 -0.5561 -0.6197 0.022
H 1.037 -1.356 0.120 -0.2117 0.3287 0.4009 0.013
```
Forces are in eV/Å.

Output
HOMO-LUMO gap, eV: 10.28
Structure (SMILES): COP(=O)(OC)OC.COP(=O)(OC)OC.COP(=O)(OC)OC.COP(=O)(OC)OC.COP(=O)(OC)OC.COP(=O)(OC)OC.COP(=O)(OC)OC.COP(=O)(OC)OC.BrCCBr.BrCCBr
E_HOMO, eV: -9.8
Energy relative to the best compared isomer or geometry (same formula, charge and spin), kJ/mol: 0.0
Max |F|, eV/Å: 3.253
LUMO level, eV: 0.49



2.
The following is a quantum chemistry calculation of C4H8N4O in the gas phase, from the OMol25 dataset.

Geometry as XYZ:
```
17
Properties=species:S:1:pos:R:3:forces:R:3:lowdin_charge:R:1
C 0.801 -0.830 0.077 -0.3537 0.3569 -0.1513 -0.319
N -0.673 -0.161 -0.166 0.3610 0.3417 0.1734 -0.162
C 0.281 1.207 -0.540 -0.4214 -0.1818 -0.4526 -0.432
N -1.629 -0.313 0.856 0.0481 -0.1572 -0.1588 0.103
N 0.886 -1.469 1.329 -0.0711 -0.1604 -0.0388 0.060
C -1.079 -0.075 -1.554 0.0271 0.2052 0.1920 -0.191
C 1.391 0.528 -0.061 0.1073 -0.1071 0.1563 -0.056
O -0.018 2.496 -0.250 0.0054 -0.3340 -0.2083 0.069
N -0.430 0.891 -2.036 0.1038 -0.0809 0.7035 0.154
H -0.513 2.858 -1.001 0.0080 -0.0272 0.0509 0.105
H 0.890 -1.563 -0.741 -0.0059 0.0004 0.0841 0.137
H -1.170 -0.856 1.593 0.0052 0.0736 -0.0943 0.069
H -1.837 0.612 1.224 0.0741 -0.0443 -0.0140 0.095
H 1.111 -2.455 1.322 -0.0552 0.1576 -0.0037 0.087
H 1.380 -0.935 2.027 0.0440 -0.0049 -0.0768 0.090
H -1.821 -0.740 -1.984 0.1199 -0.0430 -0.1049 0.114
H 2.432 0.806 -0.097 0.0034 0.0056 -0.0567 0.077
```
Forces are in eV/Å.

Output
HOMO-LUMO gap, eV: 8.08
E_HOMO, eV: -7.1
Energy relative to the best compared isomer or geometry (same formula, charge and spin), kJ/mol: 553.6
Max |F|, eV/Å: 0.716
LUMO level, eV: 0.94



3.
The following is a quantum chemistry calculation of C25H30CdN3O9 as an isolated structure, from the OMol25 dataset.

Geometry as XYZ:
```
68
Properties=species:S:1:pos:R:3:forces:R:3:lowdin_charge:R:1
O -0.379 -0.533 -3.302 1.4355 -1.5864 -1.6107 -0.238
C 0.543 -1.291 -4.385 -0.6047 0.3470 1.0195 -0.021
C 0.839 0.047 -5.064 -0.2579 -0.1793 0.4540 -0.101
H -0.053 -1.962 -5.050 0.3561 0.2663 1.1233 0.122
H 1.420 -1.772 -3.874 -1.2084 0.3135 -0.3298 0.115
C -0.065 0.708 -3.988 0.1773 1.1562 -1.2432 -0.607
H 0.402 0.113 -6.085 0.5203 0.0119 0.7208 0.116
H 1.886 0.362 -5.047 -0.1903 -0.1147 -0.0465 0.119
C -1.271 1.264 -4.726 -0.0641 0.8180 -0.1573 -0.052
H -1.875 0.475 -5.199 -0.0032 0.2051 0.3976 0.095
H -0.865 1.866 -5.554 -0.1918 -0.0168 0.2186 0.091
H -1.843 1.970 -4.101 -0.1846 -0.5838 -0.1874 0.072
C 0.560 1.770 -3.090 -0.2802 -0.0587 -0.3284 -0.006
H 1.394 1.387 -2.512 -0.7225 0.0732 -0.0104 0.035
H -0.230 2.208 -2.443 0.6990 -0.1463 -0.2296 0.066
H 1.039 2.535 -3.712 -0.5154 0.1480 -0.0854 0.103
Cd -2.002 -0.255 -1.597 0.2810 0.6770 1.8479 1.484
C 1.593 2.481 3.739 0.5638 -0.0064 -0.5892 -0.191
C 1.955 1.166 3.305 1.0528 1.9659 -1.1470 -0.215
C 2.300 1.259 1.938 0.2791 0.4803 0.4243 -0.197
H 2.113 0.272 3.877 0.1688 0.2182 -0.1179 0.064
C 2.324 2.648 1.554 -0.7379 -0.0760 0.2537 -0.206
C 1.815 3.399 2.663 0.3677 -0.9288 0.0346 -0.209
H 1.623 4.480 2.660 0.1640 -0.4906 0.1175 0.052
H 1.202 2.734 4.718 0.0672 0.0185 -0.0462 0.061
H 2.387 0.370 1.315 0.2135 0.5604 0.7313 0.036
H 2.686 3.107 0.609 -0.4823 -0.4976 0.5379 0.060
C -2.958 1.466 1.242 -1.0543 -0.1257 -1.3229 -0.149
C -1.908 2.404 0.999 -0.2765 0.3125 -1.4499 -0.091
C -1.899 2.698 -0.382 0.2352 -0.0550 0.7892 -0.173
H -1.238 2.826 1.755 -0.2273 -0.2533 -0.4827 0.100
C -2.937 1.926 -1.044 0.8415 -0.3925 -0.9062 -0.305
C -3.598 1.166 0.015 0.0547 0.0233 1.6742 -0.256
H -4.500 0.566 -0.113 0.2675 0.1920 0.0389 0.075
H -3.255 1.100 2.228 0.2261 -0.0146 -0.5533 0.094
H -1.249 3.440 -0.862 -0.2950 -0.4696 0.2267 0.083
H -3.385 2.183 -2.030 0.2103 -0.0969 0.9918 0.067
O 1.702 -0.785 -0.570 0.6366 0.5364 -0.3286 -0.184
C 2.430 0.422 -0.810 0.6535 0.0687 -0.2310 -0.255
C 3.925 0.084 -0.458 -0.5194 -0.3503 -0.2491 -0.130
H 1.930 1.275 -0.311 0.3756 -0.5884 -0.3382 0.096
H 2.391 0.501 -1.908 0.6400 0.3828 0.3597 0.075
C 3.972 -1.221 -1.333 -0.2570 0.9781 0.6538 -0.172
H 4.031 -0.152 0.636 -0.0970 0.2757 -1.1996 0.112
H 4.691 0.857 -0.723 -0.8429 -0.5965 0.0407 0.120
C 2.610 -1.842 -0.939 -0.7296 0.2118 -0.0639 -0.187
H 4.775 -1.867 -1.034 0.4600 -0.4291 -0.0382 0.088
H 4.103 -0.921 -2.396 -0.3179 -0.4661 0.5454 0.104
H 2.689 -2.348 0.029 0.3608 -0.8422 -0.6052 0.124
H 2.089 -2.427 -1.739 0.6683 -0.0088 0.6824 0.107
O -2.581 -3.276 6.203 0.1673 -1.0128 -1.7098 0.030
N -2.729 -3.846 5.098 -1.0277 0.0379 1.2810 -0.333
O -3.514 -4.795 4.958 1.1656 0.8227 -0.3157 0.036
C -2.090 -3.222 3.941 0.0394 -0.9905 -0.5721 -0.153
C -1.210 -2.169 4.211 -0.9001 1.2741 -0.7581 0.071
C -0.993 -1.308 3.155 0.3059 0.8947 0.6769 -0.005
C -1.419 -1.507 1.748 0.1013 1.4547 -1.7682 -0.263
O -0.993 -0.794 0.784 -0.9404 -1.1941 1.5900 -0.068
C -2.353 -2.638 1.571 1.8587 -0.1709 0.0319 -0.064
C -2.471 -3.548 2.632 -0.9878 -0.1816 0.6752 0.068
N -2.700 -3.097 0.231 -0.6753 -0.2066 -0.8484 -0.275
O -2.774 -4.322 0.044 -0.0012 2.3434 -0.0100 0.063
O -3.021 -2.250 -0.714 1.0120 -1.9153 2.0431 -0.144
N -0.498 0.028 3.658 1.1578 -0.2678 1.9621 -0.266
O 0.419 -0.064 4.548 -4.1964 0.0993 -2.0733 -0.020
O -1.081 1.062 3.318 1.3180 -2.0300 0.7141 0.067
H -0.934 -1.920 5.252 -0.0878 -0.1214 -0.9993 0.143
H -2.967 -4.500 2.460 -0.2253 0.2980 0.0945 0.125
```
Forces are in eV/Å.

Output
HOMO-LUMO gap (alpha / beta), eV: 3.11 / 3.11
E_HOMO (alpha / beta), eV: -2.4 / -2.4
Energy relative to the best compared isomer or geometry (same formula, charge and spin), kJ/mol: 501.8
Max |F|, eV/Å: 4.682
LUMO level (alpha / beta), eV: 0.71 / 0.71
Charge: -1